(1)
DFT (ωB97M-V/def2-TZVPD) results for C5H8N2 in the gas phase in a non-equilibrium geometry.

Structure (XYZ):
```
15
Properties=species:S:1:pos:R:3:forces:R:3
C -2.209372 -0.181139 0.135394 0.015 -0.091 -0.049
C -0.738646 0.137837 -0.060739 0.325 -0.229 0.035
C -0.363199 1.483451 -0.497779 0.199 -0.080 0.150
N 0.857142 1.836246 -0.661778 -0.300 0.082 0.070
C 1.599910 -0.983458 -0.215738 0.595 0.538 -0.273
N 2.541151 -1.273598 0.649862 0.126 0.567 -0.373
C 0.258343 -0.784027 0.045935 0.088 -0.407 -0.541
H -2.705716 -0.519016 -0.783740 0.114 0.047 0.070
H -2.356336 -0.958534 0.892626 0.086 0.103 -0.165
H -2.763133 0.702684 0.484257 0.242 -0.159 -0.090
H -1.207607 2.157809 -0.724965 0.200 -0.168 0.083
H 0.905591 2.787295 -1.027988 0.029 -0.143 0.055
H 2.560968 -0.939396 1.610417 -0.259 -0.279 0.020
H 3.430315 -1.567826 0.273756 -0.008 0.120 0.160
H 0.190583 -1.898331 -0.119527 -1.453 0.098 0.849
```
Forces are in eV/Å.

Values from the calculation:
Highest occupied orbital energy (eV): -7.32
Max |F| (eV Å⁻¹): 1.69
E_LUMO (eV): 0.643
HOMO-LUMO gap (eV): 7.96

Atomic partial charges in e from the Löwdin method, atoms 1 to 2:
1 C -0.08
2 C -0.30



(2)
DFT (ωB97M-V/def2-TZVPD) results for C21H21N3O3S in the gas phase.

Structure (XYZ):
```
49
Properties=species:S:1:pos:R:3:forces:R:3
O -1.264407 -1.916113 -1.619932 -0.126 0.006 -0.173
C -1.342935 -2.151714 -0.437800 0.044 -0.473 0.161
C -0.180972 -2.772732 0.339765 0.410 0.444 -0.222
S 1.376998 -2.037348 -0.224201 0.082 -0.581 -0.018
C 0.900979 -0.354776 -0.128732 -0.652 -0.262 0.515
N -0.224417 -0.110885 0.445730 0.416 -0.174 0.161
C -0.684764 1.175842 0.460483 0.208 0.650 -0.226
C -1.918408 1.463018 1.055176 0.005 0.115 -0.009
C -2.401390 2.750490 1.043005 -0.017 -0.136 0.056
C -1.670941 3.782799 0.455013 0.109 0.139 -0.090
C -0.448623 3.520113 -0.119186 0.043 -0.001 -0.023
C 0.055081 2.217845 -0.124500 -0.400 -0.099 0.237
C 1.353046 1.929579 -0.716214 -0.020 -0.017 -0.040
O 2.104732 2.749378 -1.204174 0.072 0.112 -0.026
N 1.710063 0.573897 -0.698340 -0.086 0.282 -0.095
C 3.012829 0.232412 -1.224382 0.597 0.064 0.224
C 4.085611 0.399948 -0.134121 -0.034 0.370 -0.445
C 5.477357 -0.028936 -0.636377 -0.129 0.021 0.149
C 5.980553 -0.960272 0.467747 -0.233 -0.010 0.089
C 4.668132 -1.494876 1.037003 0.257 -0.196 0.018
O 3.779963 -0.395995 0.999897 -0.096 0.123 0.089
N -2.454292 -1.993952 0.328977 -0.373 -0.243 0.346
C -3.645860 -1.334109 0.004294 -0.189 0.034 -0.136
C -4.604558 -1.205670 1.007997 0.068 -0.034 -0.023
C -5.789784 -0.540800 0.760821 0.009 0.013 0.031
C -6.032980 0.005233 -0.488375 -0.130 0.089 -0.063
C -5.082911 -0.124841 -1.486719 -0.102 0.014 0.122
C -3.894350 -0.791780 -1.251780 0.182 -0.020 -0.157
H -0.100267 -3.835439 0.107634 0.004 0.011 0.000
H -0.263867 -2.623006 1.414957 -0.106 -0.052 -0.043
H -2.480187 0.663327 1.509608 -0.050 -0.099 0.028
H -3.359427 2.963767 1.494152 -0.083 0.009 0.039
H -2.066413 4.787160 0.454407 -0.017 0.085 -0.009
H 0.143926 4.297983 -0.576638 0.034 0.079 -0.028
H 2.989395 -0.798437 -1.584402 0.053 0.116 -0.079
H 3.228283 0.919295 -2.046657 -0.019 -0.195 0.048
H 4.070290 1.445197 0.197003 0.004 -0.142 -0.084
H 6.129598 0.826255 -0.793402 0.016 0.009 -0.083
H 5.381164 -0.571120 -1.577510 0.039 -0.003 -0.087
H 6.627203 -1.750523 0.095152 0.078 -0.029 0.006
H 6.511727 -0.392931 1.232171 0.029 -0.033 0.020
H 4.737412 -1.824618 2.073992 -0.007 -0.062 -0.074
H 4.279793 -2.318711 0.421190 0.046 -0.006 0.068
H -2.374086 -2.238414 1.306166 0.145 0.078 -0.209
H -4.414947 -1.626641 1.986700 0.021 -0.050 0.093
H -6.523572 -0.446669 1.547750 -0.051 0.000 0.064
H -6.957632 0.527951 -0.680660 -0.082 0.041 -0.017
H -5.265682 0.298152 -2.463151 -0.002 0.032 -0.087
H -3.156473 -0.888347 -2.029514 0.031 -0.016 -0.018
```
Forces are in eV/Å.

Values from the calculation:
Highest occupied orbital energy (eV): -8.25
Max |F| (eV Å⁻¹): 0.87
E_LUMO (eV): 0.548
HOMO-LUMO gap (eV): 8.80
Structure (SMILES): O=C(CSc1nc2ccccc2c(=O)n1C[C@@H]1CCCO1)Nc1ccccc1

Atomic partial charges in e from the Löwdin method, atoms 1 to 2:
1 O 0.06
2 C -0.57



(3)
DFT (ωB97M-V/def2-TZVPD) results for a molecular structure, C29H44BrN3P2STi in a non-equilibrium geometry.

Structure (XYZ):
```
81
Properties=species:S:1:pos:R:3:forces:R:3
C -4.363523 -1.396121 5.687750 -0.068 0.009 0.035
C -4.247873 -1.944005 4.381853 -1.121 -0.030 0.725
C -5.164155 -2.984638 4.095670 -0.094 -0.296 -0.037
C -6.053740 -3.451310 5.083248 0.437 0.547 -0.266
N -6.136542 -2.924214 6.305962 0.427 -0.155 -0.209
C -5.296532 -1.935288 6.602913 0.432 0.223 -0.690
C -3.279461 -1.514621 3.391210 0.582 -0.201 -0.380
C -2.389957 -1.319142 2.565465 -1.534 -1.602 1.036
C -1.102039 -1.296621 2.014694 -0.303 2.152 0.313
C -0.681085 0.050054 1.728776 0.304 -0.763 1.756
C 0.674538 0.415896 2.212484 -0.405 -0.765 0.906
C 1.585886 -0.666632 2.079566 -0.222 1.482 1.662
C 1.234284 -1.996214 2.076636 -1.801 -1.004 -0.247
C -0.142728 -2.297075 2.135142 1.079 -1.172 0.202
Ti 0.601371 0.497302 0.206655 3.699 -0.403 -1.694
P -0.372241 2.072950 -1.387834 -0.499 1.086 -0.173
H -5.235067 -3.444662 3.106633 0.299 0.179 0.319
H -3.773388 -0.540242 6.024824 0.009 -0.396 -0.266
H -6.723818 -4.287941 4.881397 0.143 0.286 -0.118
H -5.361281 -1.554179 7.624163 0.066 0.075 -0.368
H -0.474829 -3.309695 2.355388 0.121 0.112 -0.132
H -1.474556 0.767586 1.737173 -0.354 0.657 0.272
H 1.986474 -2.795595 2.035760 -0.366 0.376 0.137
H 0.836790 1.393239 2.688753 0.151 -0.784 -0.216
C 0.947159 2.383470 -2.644320 0.229 -0.067 -0.209
C 0.459193 2.504807 -4.089748 0.032 -0.018 -0.345
H 1.693446 1.575551 -2.553026 -0.217 0.170 -0.063
H 1.495888 3.302976 -2.360597 -0.446 -0.402 0.203
H 1.307812 2.756122 -4.740927 -0.212 -0.074 0.201
H 0.030337 1.571706 -4.472730 0.069 0.141 0.145
H -0.285041 3.299113 -4.203660 0.136 -0.185 0.011
C -1.807557 1.182616 -2.050737 -0.088 -0.515 -0.715
C -3.108960 1.347141 -1.257293 0.210 0.199 0.207
H -1.506329 0.125215 -2.019878 -0.261 0.334 -0.177
H -1.955117 1.425650 -3.120560 0.046 -0.071 0.463
H -3.829111 0.626269 -1.637529 -0.117 0.089 -0.023
H -2.978870 1.128758 -0.184484 -0.001 0.132 -0.294
H -3.519099 2.358126 -1.363290 0.022 -0.277 0.063
C -1.008110 3.700873 -0.876513 0.290 0.015 0.291
C -1.455795 4.553874 -2.065180 -0.114 0.397 -0.036
H -0.167622 4.156442 -0.330662 -0.335 0.125 -0.139
H -1.818175 3.553267 -0.145918 0.236 -0.052 -0.237
H -2.006883 5.433675 -1.701278 0.197 -0.272 -0.141
H -0.588930 4.916678 -2.629283 -0.211 -0.052 0.095
H -2.114629 4.018208 -2.763286 0.137 0.082 0.260
Br 3.110731 -0.553511 0.372132 -0.213 0.734 -0.773
P 0.770221 -3.077612 -2.553421 0.068 -1.448 -0.920
C 0.114404 -1.500002 -3.207258 0.038 0.164 0.361
C -0.089430 -1.533720 -4.720902 0.058 0.290 -0.188
H 0.802816 -0.691091 -2.896777 -0.256 0.131 -0.118
H -0.844749 -1.359260 -2.695410 0.122 -0.084 -0.256
H -0.753389 -0.721022 -5.035497 0.112 -0.075 -0.070
H 0.861507 -1.422326 -5.260592 -0.253 -0.098 0.154
H -0.545589 -2.480233 -5.031057 0.101 0.189 0.103
C 2.445530 -2.678887 -1.955750 -0.264 0.447 0.320
C 3.456662 -3.805294 -2.074322 0.309 -0.219 -0.151
H 2.343686 -2.352316 -0.911927 0.175 -0.345 -0.613
H 2.759035 -1.803023 -2.536115 0.218 -0.070 0.071
H 4.453120 -3.418023 -1.827638 -0.119 -0.195 -0.059
H 3.247631 -4.640045 -1.388823 -0.048 0.241 -0.228
H 3.484912 -4.204944 -3.100146 0.014 0.109 0.377
C -0.178115 -3.311189 -0.999483 0.166 0.035 -0.016
C -1.190527 -4.451676 -1.165153 -0.206 0.286 0.280
H -0.669542 -2.356858 -0.746725 -0.134 -0.102 0.204
H 0.545297 -3.523708 -0.200107 -0.203 -0.113 -0.170
H -1.606036 -4.711663 -0.187724 -0.123 -0.123 -0.135
H -2.021685 -4.151313 -1.822781 0.311 -0.165 0.163
H -0.706636 -5.336266 -1.596188 -0.132 0.235 0.121
C 4.185534 4.905785 0.584974 0.111 -0.210 -0.087
N 4.392259 3.642154 1.289510 -0.439 -0.606 -0.185
C 5.596739 3.281589 1.872996 -0.540 -0.470 0.393
C 5.421060 2.066164 2.452631 -0.456 0.297 -0.246
N 4.097521 1.703843 2.224707 0.078 1.095 -0.870
C 3.481373 2.646134 1.437404 1.361 -0.857 1.104
S 1.924680 2.562190 0.711001 -0.218 1.271 -0.867
H 4.350583 4.775810 -0.490615 -0.098 0.038 0.247
H 3.174581 5.244319 0.787112 0.014 0.154 -0.089
H 4.915129 5.604667 0.989302 -0.168 0.105 -0.118
H 6.445622 3.942774 1.870085 -0.007 -0.037 -0.048
H 6.121465 1.444733 2.982385 -0.118 -0.003 0.081
H 3.673467 0.804452 2.406786 0.154 0.088 0.098
```
Forces are in eV/Å.

Values from the calculation:
Highest occupied orbital energy (alpha / beta) (eV): -12.60 / -12.59
Multiplicity: 3
Max |F| (eV Å⁻¹): 4.09
E_LUMO (alpha / beta) (eV): -7.351 / -8.103
HOMO-LUMO gap (alpha / beta) (eV): 5.25 / 4.49
Charge: +2

Atomic partial charges in e from the Löwdin method, atoms 1 to 2:
1 C 0.00
2 C -0.21



(4)
DFT (ωB97M-V/def2-TZVPD) results for a molecular structure, C3H5CuMgO4 in a non-equilibrium geometry.

Structure (XYZ):
```
14
Properties=species:S:1:pos:R:3:forces:R:3
Mg -1.731112 1.535677 -0.514605 0.318 -0.219 -0.609
O -2.195096 0.575378 1.262006 0.735 -1.328 1.160
C -1.681095 -0.378623 1.861793 -0.610 0.880 -0.971
H -1.359130 -1.263542 1.279444 -0.072 0.172 0.364
H -1.518435 -0.360268 2.953014 -0.215 0.062 -0.301
C 1.040262 0.863960 0.284435 1.524 -0.367 -0.548
O 1.457893 0.415487 -1.059243 1.225 0.673 -0.706
C 0.596299 -0.217734 -1.800044 -0.700 -1.580 3.855
O -0.619733 -0.045458 -1.693453 -0.606 0.564 -0.924
O 1.135289 -1.367273 -2.163996 0.053 -0.103 -1.320
Cu 3.413363 0.172978 1.320383 -1.747 0.682 -0.614
H 0.762113 1.918715 0.101023 -0.095 -0.303 0.973
H 0.253923 0.148663 0.579597 0.306 0.712 0.102
H 0.445456 -1.997965 -2.410349 -0.115 0.156 -0.460
```
Forces are in eV/Å.

Values from the calculation:
Highest occupied orbital energy (alpha / beta) (eV): -9.65 / -12.21
Multiplicity: 2
Max |F| (eV Å⁻¹): 4.22
E_LUMO (alpha / beta) (eV): -4.767 / -4.843
HOMO-LUMO gap (alpha / beta) (eV): 4.88 / 7.36
Charge: +1

Atomic partial charges in e from the Löwdin method, atoms 1 to 2:
1 Mg 0.88
2 O -0.18



(5)
DFT (ωB97M-V/def2-TZVPD) results for a gas-phase ion, C3H8NS2 (charge +1) in a non-equilibrium geometry.

Structure (XYZ):
```
14
Properties=species:S:1:pos:R:3:forces:R:3
N 0.948745 -0.363136 -1.135519 -1.851 -0.644 1.703
C -0.059502 -0.676527 0.035442 -1.787 2.851 -0.708
S 0.221875 -2.189403 0.856972 -0.379 -0.514 -0.165
C -1.490016 0.024578 -0.140941 -0.261 -0.732 -0.119
C -0.532068 0.683996 0.765562 2.034 0.462 -3.087
S 0.231341 2.255697 -0.004167 -3.550 -0.763 -0.306
H 0.508823 -0.500849 -2.069250 0.749 -0.117 0.773
H 1.740611 -0.977087 -0.892570 -0.029 0.477 -0.826
H 1.053697 0.663335 -0.916997 0.632 -0.195 -0.986
H 0.736219 -1.731868 1.996564 0.231 0.298 0.146
H -2.371350 -0.448138 0.310496 0.670 -0.276 -0.012
H -1.837387 0.515368 -1.089294 0.990 -0.411 0.815
H -0.507235 0.728546 1.811788 -0.512 -0.210 1.264
H 1.356246 2.015489 0.471913 3.062 -0.225 1.509
```
Forces are in eV/Å.

Values from the calculation:
Highest occupied orbital energy (eV): -14.22
Max |F| (eV Å⁻¹): 3.73
E_LUMO (eV): -3.297
HOMO-LUMO gap (eV): 10.93
Structure (SMILES): [NH3+][C@]1(S)C[C@@H]1S
Charge: +1

Atomic partial charges in e from the Löwdin method, atoms 1 to 2:
1 N 0.15
2 C -0.73



(6)
DFT (ωB97M-V/def2-TZVPD) results for C5H9NO in the gas phase in a non-equilibrium geometry.

Structure (XYZ):
```
16
Properties=species:S:1:pos:R:3:forces:R:3
C 0.568907 1.671216 -0.267192 0.094 -0.005 -0.201
C -0.223445 0.709858 0.645049 -0.346 2.252 0.155
O -1.612108 0.896140 0.430063 0.065 0.602 1.226
C 0.137134 -0.748930 0.529293 0.621 -2.183 -0.239
C -0.719912 -1.538303 -0.527344 0.945 -0.574 0.226
C 1.589800 -0.886075 0.266144 0.872 0.149 -0.287
N 2.729263 -0.883221 0.057103 -1.254 -0.227 0.265
H 1.643800 1.506500 -0.180769 -0.081 -0.004 -0.045
H 0.394983 2.737648 -0.054243 -0.260 -0.527 0.268
H 0.281322 1.535604 -1.316467 0.083 -0.183 0.079
H -0.083008 1.055027 1.679336 0.168 -0.314 -0.203
H -1.848606 0.412779 -0.342512 -0.482 -0.054 -0.782
H 0.000273 -1.273947 1.486796 -0.191 0.435 -0.112
H -1.256883 -2.406845 -0.121262 0.327 0.384 0.192
H -0.138978 -1.905320 -1.378938 0.048 0.221 0.214
H -1.462541 -0.882131 -0.905057 -0.608 0.028 -0.756
```
Forces are in eV/Å.

Values from the calculation:
Highest occupied orbital energy (eV): -10.72
Max |F| (eV Å⁻¹): 2.28
E_LUMO (eV): 0.690
HOMO-LUMO gap (eV): 11.41
Structure (SMILES): C[C@@H](O)[C@@H](C)C#N

Atomic partial charges in e from the Löwdin method, atoms 1 to 2:
1 C -0.04
2 C -0.40